1.
Formula: C10H8N2
Source: the Open Molecules 2025 dataset
Level of theory: the ωB97M-V functional and the def2-TZVPD basis

Structure (ORCA input):
```
! RIJCOSX wB97M-V def2-TZVPD def2/J DEFGRID3
* xyz 0 1
C -2.349 -1.310 -2.323
C -2.581 -1.321 -0.935
C -1.628 -0.839 0.056
C -0.528 -0.206 -0.468
C -0.256 -0.128 -1.794
C -1.188 -0.600 -2.712
C 0.604 0.268 0.495
C 1.297 1.941 1.754
C 2.320 1.218 2.223
C 2.372 -0.088 1.804
H -3.005 -1.623 -2.839
H -3.542 -1.640 -0.433
H -1.690 -0.780 0.913
H 0.699 0.351 -2.090
H -1.180 -0.575 -3.818
H 1.087 3.211 2.093
H 2.940 1.527 2.924
H 3.331 -0.760 2.151
N 0.380 1.547 0.926
N 1.474 -0.593 0.860
*
```

## Properties
Highest occupied orbital energy, eV: -9.139
HOMO-LUMO gap, eV: 9.59
Max |F|, eV/A: 17.57
SMILES: c1ccc(-c2ncccn2)cc1
Energy above the lowest of the compared OMol25 structures with the same formula, charge and spin, eV: 4.399

***

2.
Formula: C4H6N4O
Source: the Open Molecules 2025 dataset
Level of theory: the ωB97M-V functional and the def2-TZVPD basis

Structure (ORCA input):
```
! RIJCOSX wB97M-V def2-TZVPD def2/J DEFGRID3
* xyz 0 1
C -0.334 -0.739 -2.002
C -0.308 -0.103 -0.745
C -1.019 -0.952 0.141
C 0.099 2.395 -0.770
N -1.014 -1.918 -1.913
N -1.330 -2.061 -0.640
N -1.421 -0.743 1.456
N 0.867 3.271 -0.320
O 0.303 1.102 -0.469
H -0.151 -0.420 -3.061
H -0.751 2.551 -1.472
H -1.652 -2.946 -0.277
H -0.978 -0.242 2.153
H -1.540 -1.667 1.805
H 0.590 4.169 -0.739
*
```

## Properties
Highest occupied orbital energy, eV: -8.230
HOMO-LUMO gap, eV: 8.92
Max |F|, eV/A: 3.58
SMILES: [H]/N=C/Oc1cn[nH]c1N
Energy above the lowest of the compared OMol25 structures with the same formula, charge and spin, eV: 2.018

***

Number 1 is which compound?
C10H8N2

***

Copy entry 2 word for word.
Formula: C4H6N4O
Source: the Open Molecules 2025 dataset
Level of theory: the ωB97M-V functional and the def2-TZVPD basis

Structure (ORCA input):
```
! RIJCOSX wB97M-V def2-TZVPD def2/J DEFGRID3
* xyz 0 1
C -0.334 -0.739 -2.002
C -0.308 -0.103 -0.745
C -1.019 -0.952 0.141
C 0.099 2.395 -0.770
N -1.014 -1.918 -1.913
N -1.330 -2.061 -0.640
N -1.421 -0.743 1.456
N 0.867 3.271 -0.320
O 0.303 1.102 -0.469
H -0.151 -0.420 -3.061
H -0.751 2.551 -1.472
H -1.652 -2.946 -0.277
H -0.978 -0.242 2.153
H -1.540 -1.667 1.805
H 0.590 4.169 -0.739
*
```

## Properties
Highest occupied orbital energy, eV: -8.230
HOMO-LUMO gap, eV: 8.92
Max |F|, eV/A: 3.58
SMILES: [H]/N=C/Oc1cn[nH]c1N
Energy above the lowest of the compared OMol25 structures with the same formula, charge and spin, eV: 2.018

***

Which of these has the lowest HOMO-LUMO gap?
C4H6N4O